Formula: C31H24F6N5O9S2SbTl
Source: the Open Molecules 2025 dataset
Level of theory: the ωB97M-V functional and the def2-TZVPD basis

Structure (ORCA input):
```
! wB97M-V def2-TZVPD RIJCOSX def2/J DEFGRID3
* xyz -2 2
Tl 0.18698 -0.04208 -0.03976
C -5.82817 -4.31079 -0.67969
O -4.94474 -3.23626 -0.38556
C -5.01008 -2.10308 -1.03516
C -6.22193 -1.52594 -1.45910
C -6.27303 -0.61569 -2.51454
C -5.14928 -0.01002 -2.94977
C -3.93475 -0.35531 -2.39416
C -2.72479 0.03642 -3.01491
N -2.85545 0.70645 -4.13589
N -1.90007 1.15027 -4.90178
C -0.57421 0.80687 -4.49297
O -0.28409 0.12525 -3.53099
C 0.40963 1.49850 -5.33422
C 0.08308 1.92903 -6.60346
C 1.00033 2.61597 -7.35027
C 2.35247 2.70372 -6.96275
C 2.69539 2.16988 -5.71853
C 1.72191 1.56663 -4.86663
C -3.80545 -1.18577 -1.21152
O -2.85086 -1.14786 -0.39506
H -5.82770 -4.96389 0.23302
H -5.53846 -4.96772 -1.51794
H -6.90755 -4.02820 -0.84420
H -7.17742 -1.92586 -1.06657
H -7.18681 -0.33700 -2.97494
H -5.32250 0.71306 -3.75343
H -1.80913 -0.28205 -2.52612
H -0.93307 1.90225 -6.93535
H 0.71155 3.10913 -8.26268
H 2.94874 3.38859 -7.60747
H 3.70837 2.18630 -5.28731
H 1.98173 1.13261 -3.86585
O 1.87698 -3.24700 2.57831
C 1.78480 -2.27530 1.81664
O 1.03188 -2.15690 0.80606
C 2.54225 -1.01518 2.24892
C 3.79116 -1.24796 2.90329
C 4.54381 -0.16339 3.22496
C 4.10421 1.19735 2.94782
C 4.78964 2.38673 3.35323
C 4.32193 3.56950 3.01942
C 3.11203 3.78245 2.16697
C 2.24623 2.57759 1.91855
C 2.82711 1.28418 2.27895
N 2.03208 0.20720 2.06176
H 4.10811 -2.29169 3.09225
H 5.55247 -0.27575 3.59328
H 5.69368 2.16194 3.96680
H 4.84867 4.46127 3.40541
H 3.43586 4.29042 1.17067
H 2.10039 2.60072 0.79410
O 0.51484 5.16725 1.02850
S 0.68360 4.77638 2.46238
O -0.11031 5.10460 3.61741
O 2.24866 4.77116 2.87668
S 0.55085 2.50740 2.49064
N -0.02646 -4.83966 3.61320
C -1.04400 -4.45721 4.43320
O -1.53015 -5.26415 5.26782
C -1.50051 -3.02318 4.48017
C -2.46133 -2.66424 5.47401
C -2.88459 -1.32216 5.59936
C -2.45192 -0.40048 4.63116
N -1.69699 -0.73472 3.57341
C -1.37077 -2.04643 3.46741
H 0.26870 -5.79179 3.59485
H 0.55574 -4.10479 3.19192
H -2.68571 -3.48511 6.17064
H -3.51819 -1.00411 6.41566
H -2.75303 0.61143 4.67649
H -0.96620 -2.35927 2.51580
F 2.40743 0.74311 -1.67855
Sb 4.38186 0.81695 -1.80738
F 4.26955 1.74811 -0.15711
F 4.64514 -0.81442 -0.78484
F 6.25823 1.13563 -1.77090
F 4.54731 -0.07168 -3.47163
F 4.18430 2.45178 -2.87216
*
```

Values from the calculation:
gap between HOMO and LUMO (spin up / spin down): 5.51 / 5.97 eV
<S²>: 0.796
ΔE to the lowest compared entry with this formula, charge and spin: 0.862 eV
E_tot: -107623.67105 eV

Formula: C31H24HgI2N7O5S
Source: the Open Molecules 2025 dataset
Level of theory: the ωB97M-V functional and the def2-TZVPD basis

Structure (ORCA input):
```
! wB97M-V def2-TZVPD RIJCOSX def2/J DEFGRID3
* xyz -2 2
Hg 0.21578 0.35232 1.49215
N 2.73259 0.24692 1.75987
N 3.69719 1.24870 1.77031
C 3.33722 2.54030 1.64774
N 4.41011 3.40845 1.52453
S 1.77585 3.08808 1.67977
H 2.73796 -0.31755 2.59933
H 2.75610 -0.30767 0.90352
H 4.67530 1.00877 1.66931
H 5.22108 3.06101 1.03382
H 4.11440 4.32625 1.23503
O -3.91209 1.76705 1.97565
C -2.83051 1.17895 1.86269
O -1.67332 1.64429 2.03219
C -2.93799 -0.32752 1.54217
C -4.18564 -0.94123 1.53739
C -4.26089 -2.30419 1.31073
C -3.09240 -3.02099 1.09486
C -1.88957 -2.33405 1.10261
N -1.82823 -1.02222 1.31083
H -5.05343 -0.32531 1.72301
H -5.22061 -2.80910 1.31470
H -3.10227 -4.09106 0.93391
H -0.93417 -2.82771 0.95390
I 1.96358 -4.94094 1.86124
C 1.68279 -3.52226 3.38515
C 1.84036 -3.90461 4.70576
C 1.64586 -2.95740 5.69186
I 1.91284 -3.60042 7.68368
C 1.27041 -1.62208 5.41412
C 1.03554 -0.62038 6.39305
C 0.64994 0.67103 5.96514
C 0.50482 0.93921 4.63417
N 0.73503 0.00931 3.67184
C 1.11483 -1.26660 4.03991
C 1.33415 -2.21201 2.97310
O 1.21593 -1.88926 1.73392
H 2.11664 -4.91926 4.95441
H 1.13709 -0.85144 7.44337
H 0.45347 1.45466 6.68739
H 0.19098 1.91330 4.28098
O 2.90494 -0.02008 -1.25353
C 1.74106 0.16160 -1.57869
N 1.31059 0.03527 -2.89485
C -0.02340 0.56230 -3.05373
C -0.39658 0.74794 -1.54976
O -1.51534 1.05052 -1.18338
N 0.68944 0.51852 -0.77624
C -0.94998 -0.40626 -3.78970
C -2.32084 -0.43704 -3.55452
C -3.13616 -1.29803 -4.27760
C -2.60051 -2.13200 -5.24843
C -1.23369 -2.10589 -5.48604
C -0.41835 -1.25126 -4.75837
C -0.05721 1.91619 -3.78271
C 0.81435 2.16334 -4.83791
C 0.76523 3.35821 -5.54213
C -0.16266 4.33051 -5.19853
C -1.03697 4.09158 -4.14883
C -0.99021 2.89363 -3.44810
H 2.01326 0.07220 -3.61151
H -2.73781 0.20391 -2.78849
H -4.19895 -1.31957 -4.06987
H -3.23892 -2.80689 -5.80556
H -0.79760 -2.76055 -6.23121
H 0.64924 -1.26224 -4.93718
H 1.54292 1.41746 -5.13310
H 1.45516 3.52808 -6.36019
H -0.19826 5.26765 -5.74070
H -1.76096 4.84501 -3.86393
H -1.66853 2.71251 -2.62428
*
```

Values from the calculation:
gap between HOMO and LUMO (spin up / spin down): 3.22 / 5.32 eV
<S²>: 0.767
ΔE to the lowest compared entry with this formula, charge and spin: 0.000 eV
E_tot: -84419.31922 eV

Formula: C31H25Cl4F5
Source: the Open Molecules 2025 dataset
Level of theory: the ωB97M-V functional and the def2-TZVPD basis

Structure (ORCA input):
```
! wB97M-V def2-TZVPD RIJCOSX def2/J DEFGRID3
* xyz 1 2
F 3.21722 -1.91976 -5.96399
C 2.29477 -1.22903 -5.22290
C 2.74321 -0.16171 -4.37462
C 1.83258 0.52140 -3.57958
C 0.47827 0.18942 -3.67953
C 0.04530 -0.68790 -4.63819
C 0.92240 -1.42427 -5.43111
H 3.75660 0.20385 -4.45082
H 2.16493 1.24032 -2.84536
H -0.32867 0.61508 -3.10155
H -1.02849 -0.78726 -4.69748
H 0.56234 -2.12001 -6.17454
F 2.94236 -0.39879 -0.36315
C 2.75723 -1.67109 -0.76004
C 1.81011 -2.53320 -0.16851
C 1.59528 -3.80675 -0.69198
C 2.30169 -4.28919 -1.79051
C 3.20342 -3.48088 -2.40321
C 3.49570 -2.15966 -1.84148
H 1.12177 -2.14234 0.56621
H 0.79273 -4.36581 -0.23400
H 2.15124 -5.30150 -2.13547
H 3.88342 -3.76434 -3.19293
H 4.25669 -1.57023 -2.33124
F 6.01931 3.36534 0.11623
C 5.38719 2.43559 0.88413
C 4.02984 2.57888 1.12945
C 3.38510 1.70551 1.95965
C 4.02295 0.57256 2.36160
C 5.38468 0.34625 2.10384
C 6.07863 1.23101 1.31112
H 3.55677 3.43597 0.67337
H 2.35874 1.87492 2.24996
H 3.49241 -0.17604 2.93126
H 5.82798 -0.61378 2.32343
H 7.10651 1.09235 1.01005
F -1.73331 -2.29499 1.46982
C -2.14559 -2.83187 0.25675
C -2.10334 -1.98091 -0.82878
C -2.80462 -2.28155 -1.94674
C -3.36209 -3.56370 -2.07768
C -3.41951 -4.41918 -0.98648
C -2.82203 -4.01124 0.20136
H -1.75668 -0.95869 -0.79301
H -2.71676 -1.69894 -2.85186
H -3.71145 -3.94338 -3.02646
H -3.88076 -5.39430 -1.03942
H -2.83220 -4.58769 1.11460
F -5.31343 3.91864 2.16797
C -5.44932 4.15723 3.48522
C -6.39660 5.06612 4.04265
C -6.47656 5.16855 5.42767
C -5.56123 4.43726 6.27135
C -4.71832 3.51570 5.66790
C -4.65369 3.31134 4.27774
H -7.09046 5.60365 3.41335
H -7.25627 5.76676 5.87556
H -5.53038 4.62482 7.33449
H -4.03004 2.91614 6.24515
H -3.94514 2.68195 3.75984
C -0.75635 1.98844 0.58977
Cl 0.10417 0.58713 1.23791
Cl -1.84161 1.53646 -0.70287
Cl -1.83806 2.67690 1.74165
Cl 0.41973 3.20440 0.12446
*
```

Values from the calculation:
gap between HOMO and LUMO (spin up / spin down): 6.73 / 2.09 eV
<S²>: 0.764
E_tot: -96218.70554 eV

Formula: C31H25ClInN8O8S4Sb
Source: the Open Molecules 2025 dataset
Level of theory: the ωB97M-V functional and the def2-TZVPD basis

Structure (ORCA input):
```
! wB97M-V def2-TZVPD RIJCOSX def2/J DEFGRID3
* xyz -2 1
In 1.22053 -1.59147 1.71512
C -6.13927 1.58621 -9.06773
O -5.33252 2.65979 -8.64606
C -4.49935 2.42871 -7.57847
C -3.60678 3.44889 -7.26613
C -2.73924 3.30249 -6.20123
C -2.74256 2.14472 -5.42472
C -3.63480 1.12833 -5.74954
C -4.51136 1.26564 -6.81734
N -1.80740 2.09604 -4.36000
N -1.93614 1.07860 -3.63554
C -1.01771 0.89660 -2.62389
C 0.06341 1.74356 -2.37425
C 0.95745 1.52509 -1.34827
C 0.82459 0.41208 -0.49747
O 1.62378 0.16451 0.46102
C -0.29951 -0.47017 -0.73967
N -0.41154 -1.51587 0.10215
C -1.39245 -2.37441 -0.03119
C -2.34039 -2.23647 -1.05823
C -2.24886 -1.18427 -1.92634
C -1.20371 -0.24458 -1.78464
H -6.64806 1.92090 -9.96920
H -6.88626 1.32107 -8.31251
H -5.53951 0.70039 -9.29837
H -3.60704 4.34595 -7.87191
H -2.03502 4.08488 -5.94825
H -3.63457 0.22475 -5.15675
H -5.19260 0.45676 -7.04369
H 0.19344 2.59542 -3.02894
H 1.80755 2.17628 -1.19499
H -1.43960 -3.18949 0.68233
H -3.13141 -2.96907 -1.14394
H -2.96438 -1.05251 -2.72597
O 6.90220 3.21044 4.69214
N 5.68726 3.14669 4.73782
O 5.00373 4.00256 5.26694
C 5.02072 2.02196 4.05382
C 5.84984 1.05049 3.60067
C 5.34391 -0.11918 2.97466
C 6.19180 -1.16103 2.54384
C 5.64386 -2.28597 2.00837
C 4.24597 -2.36415 1.87914
N 3.44736 -1.38429 2.26072
C 3.96452 -0.26581 2.80652
C 3.07747 0.79478 3.25214
N 1.76903 0.61271 3.03093
C 0.90264 1.51396 3.41741
C 1.30535 2.69169 4.05516
C 2.63675 2.91189 4.29195
C 3.58576 1.94546 3.89603
H 6.91461 1.15804 3.74257
H 7.26450 -1.04851 2.65055
H 6.24583 -3.11181 1.65897
H 3.77329 -3.26159 1.47972
H -0.13962 1.29992 3.20268
H 0.56616 3.42286 4.35329
H 2.95740 3.81461 4.78033
S -2.13546 -4.51708 3.84058
Sb 0.16357 -4.30269 4.05474
S 0.92453 -4.23384 1.68430
S 0.52324 -1.88037 4.09379
S 2.61176 -5.41055 1.53451
C -4.44463 -1.87959 3.81964
N -3.30627 -1.02727 4.14860
C -2.59876 -1.34789 5.38753
C -2.62201 -0.51324 3.13890
N -2.02299 -0.06513 2.25537
H -5.17340 -1.81506 4.63102
H -4.11802 -2.91524 3.68888
H -4.90749 -1.52120 2.90162
H -3.20860 -1.02710 6.23687
H -1.63850 -0.83986 5.39695
H -2.40422 -2.42306 5.43304
O 3.90156 -3.01650 -2.14823
Cl 3.29517 -1.94504 -1.41602
O 4.31755 -1.15816 -0.76194
O 2.52045 -1.11636 -2.29784
O 2.41346 -2.51983 -0.39405
*
```

Values from the calculation:
gap between HOMO and LUMO: 4.12 eV
ΔE to the lowest compared entry with this formula, charge and spin: 0.556 eV
E_tot: -128423.46446 eV